Entry from OMol25: a cluster of 2 separate species, C6H6O in total (wB97M-V/def2-TZVPD).

Geometry as ORCA input:
```
! RIJCOSX wB97M-V def2-TZVPD def2/J DEFGRID3
* xyz 0 1
C 0.062 -2.042 -0.631
C -0.624 -0.932 -0.482
C -1.251 0.149 -0.180
C -2.394 1.002 0.247
O -1.525 1.366 -0.764
H -0.135 -2.695 -1.381
H 1.034 -2.177 -0.039
H -3.358 0.702 0.047
H -2.520 1.586 1.126
C 2.607 1.468 0.724
C 2.120 1.312 -0.354
H 2.797 1.671 1.718
H 1.830 1.390 -1.393
*
```

For the HOMO energy, the calculation gives -9.2 eV. Its orbital gap is 10.2 eV. Its SMILES is C=C=C1CO1.C#C. As for the energy: -307.2240 hartree. For the energy above the lowest of the compared OMol25 structures with the same formula, charge and spin, the calculation gives 628.7 kJ/mol. For the LUMO energy, the calculation gives 1.01 eV.

Entry from OMol25: an isolated molecule of C6H6O2 (wB97M-V/def2-TZVPD).

Geometry as ORCA input:
```
! RIJCOSX wB97M-V def2-TZVPD def2/J DEFGRID3
* xyz 0 1
C -0.853 1.419 -0.046
C 0.634 1.463 0.005
C 1.698 0.619 0.047
O 1.717 -0.682 0.152
C 0.777 -1.711 -0.120
C -0.557 -1.729 0.011
O -1.648 -0.949 0.217
C -1.806 0.413 0.010
H -1.298 2.389 -0.119
H 0.936 2.482 0.172
H 2.754 1.022 0.114
H 1.292 -2.660 -0.196
H -0.852 -2.807 -0.164
H -2.794 0.731 -0.083
*
```

For the HOMO energy, the calculation gives -8.2 eV. Its orbital gap is 9.1 eV. Its SMILES is c1ccoccoc1. As for the energy: -382.5832 hartree. For the energy above the lowest of the compared OMol25 structures with the same formula, charge and spin, the calculation gives 269.3 kJ/mol. For the LUMO energy, the calculation gives 0.86 eV.

Entry from OMol25: a structure of composition C6H6O2 (wB97M-V/def2-TZVPD).

Geometry as ORCA input:
```
! RIJCOSX wB97M-V def2-TZVPD def2/J DEFGRID3
* xyz 0 1
C -1.850 0.180 0.376
C -0.330 -0.108 0.036
C 0.506 -1.184 0.372
C 1.984 -0.652 -0.079
C 1.931 0.812 -0.203
C 0.678 1.140 -0.275
H -1.908 -1.070 -1.490
H -2.428 1.469 0.281
H -1.935 0.223 1.538
H 0.092 -2.119 0.327
H 2.782 1.593 -0.218
H 0.077 2.070 -0.155
O -2.565 -1.081 -0.459
O 2.966 -1.272 -0.051
*
```

For the HOMO energy, the calculation gives -9.5 eV. Its orbital gap is 8.7 eV. As for the energy: -382.4669 hartree. For the energy above the lowest of the compared OMol25 structures with the same formula, charge and spin, the calculation gives 574.6 kJ/mol. For the LUMO energy, the calculation gives -0.78 eV.

Entry from OMol25: a structure of composition C6H6O2 (wB97M-V/def2-TZVPD).

Geometry as ORCA input:
```
! RIJCOSX wB97M-V def2-TZVPD def2/J DEFGRID3
* xyz 0 1
C -1.048 -0.278 2.142
C -0.311 -0.126 0.944
C 1.294 0.298 -0.406
C -0.340 -0.889 -0.474
C -0.506 0.088 -1.608
C 0.568 0.974 -1.372
H -0.324 0.114 3.030
H -2.190 -0.741 2.288
H 2.265 0.815 -0.235
H -0.704 -1.978 -0.402
H -1.316 0.298 -2.418
H 0.766 1.848 -1.852
O 0.899 0.616 0.870
O 0.946 -1.040 -0.508
*
```

For the HOMO energy, the calculation gives -8.8 eV. Its orbital gap is 9.5 eV. As for the energy: -382.4937 hartree. For the energy above the lowest of the compared OMol25 structures with the same formula, charge and spin, the calculation gives 504.1 kJ/mol. For the LUMO energy, the calculation gives 0.70 eV.

Entry from OMol25: a structure of composition C6H6O2S (wB97M-V/def2-TZVPD).

Geometry as ORCA input:
```
! RIJCOSX wB97M-V def2-TZVPD def2/J DEFGRID3
* xyz 0 1
C 0.802 -1.714 0.162
C 2.040 -0.926 0.061
C -0.440 -1.253 -0.122
C -2.675 0.825 -0.197
C -1.659 1.205 0.462
C 1.957 0.383 -0.036
O -1.545 -1.486 -0.397
O 2.817 1.322 -0.321
S 0.041 0.925 -0.607
H 1.050 -2.786 0.465
H 3.147 -1.197 0.278
H -3.691 0.727 0.255
H -2.690 0.309 -1.163
H -1.485 1.476 1.468
H 2.331 2.188 -0.307
*
```

For the HOMO energy, the calculation gives -7.5 eV. Its orbital gap is 7.2 eV. As for the energy: -780.7042 hartree. For the energy above the lowest of the compared OMol25 structures with the same formula, charge and spin, the calculation gives 454.8 kJ/mol. For the LUMO energy, the calculation gives -0.25 eV.

Entry from OMol25: an isolated molecule of C6H6O2S (wB97M-V/def2-TZVPD).

Geometry as ORCA input:
```
! RIJCOSX wB97M-V def2-TZVPD def2/J DEFGRID3
* xyz 0 1
C -0.214 -1.553 -0.081
C -1.536 -1.563 0.182
C 0.406 -0.237 -0.174
C -0.523 0.759 -0.203
C 1.839 0.252 -0.130
C 1.719 1.709 0.074
O -2.772 0.564 1.253
O -2.866 0.287 -1.280
S -2.162 0.166 -0.010
H 0.500 -2.358 -0.089
H -2.343 -2.223 0.337
H 2.260 -0.352 0.631
H 2.301 -0.117 -0.964
H 2.156 2.531 -0.568
H 1.236 2.136 1.022
*
```

For the HOMO energy (spin up / spin down), the calculation gives -9.3 / -9.5 eV. Its orbital gap (spin up / spin down) is 7.6 / 8.9 eV. As for the energy: -780.6449 hartree. For the energy above the lowest of the compared OMol25 structures with the same formula, charge and spin, the calculation gives 610.6 kJ/mol. For the LUMO energy (spin up / spin down), the calculation gives -1.67 / -0.62 eV.

Entry from OMol25: an isolated molecule of C6H6O3 (wB97M-V/def2-TZVPD).

Geometry as ORCA input:
```
! RIJCOSX wB97M-V def2-TZVPD def2/J DEFGRID3
* xyz 0 1
C -1.567 -1.467 0.779
C -0.391 -0.954 0.031
O 0.329 -1.790 -0.741
C 1.324 -1.080 -1.301
C 1.276 0.221 -0.913
C 0.155 0.303 -0.042
O -0.371 1.381 0.644
C 0.181 2.582 0.587
O 1.154 2.927 -0.015
H -2.341 -1.802 0.090
H -1.280 -2.313 1.402
H -1.965 -0.674 1.406
H 1.995 -1.605 -1.951
H 1.932 1.017 -1.192
H -0.429 3.255 1.216
*
```

For the HOMO energy, the calculation gives -8.5 eV. Its orbital gap is 9.4 eV. Its SMILES is Cc1occc1OC=O. As for the energy: -457.9273 hartree. For the energy above the lowest of the compared OMol25 structures with the same formula, charge and spin, the calculation gives 25.7 kJ/mol. For the LUMO energy, the calculation gives 0.86 eV.

Entry from OMol25: a cluster of 2 separate species, C6H6O6 in total (wB97M-V/def2-TZVPD).

Geometry as ORCA input:
```
! RIJCOSX wB97M-V def2-TZVPD def2/J DEFGRID3
* xyz 0 1
O 1.605 -0.332 0.309
C 1.221 -1.285 -0.528
C 0.527 0.050 1.158
O 1.898 -1.847 -1.326
O -0.107 -1.576 -0.320
C -0.637 -0.728 0.606
H 0.344 1.131 1.093
H 0.735 -0.221 2.201
O -2.183 1.761 2.632
C -2.580 2.070 1.417
C -3.162 0.944 3.335
O -1.886 -0.523 0.746
O -3.857 1.803 1.296
C -4.334 0.938 2.367
H -3.379 1.429 4.292
H -2.722 -0.045 3.498
H -5.248 1.388 2.765
H -4.543 -0.045 1.935
*
```

For the HOMO energy, the calculation gives -9.4 eV. Its orbital gap is 9.8 eV. As for the energy: -683.6138 hartree. For the energy above the lowest of the compared OMol25 structures with the same formula, charge and spin, the calculation gives 288.5 kJ/mol. For the LUMO energy, the calculation gives 0.36 eV.

> Number 5 is which compound?

C6H6O2S

> Number 5 is which compound?

C6H6O2S

> What is the formula in the second record?

C6H6O2